[1]
99
Properties=species:S:1:pos:R:3 method="wB97M-V/def2-TZVPD" charge=+2 spin_multiplicity=3 s2=2.021 e_homo_ev="-12.163 / -12.215" lumo_ev="-4.90 / -7.80" homo_lumo_gap_ev="7.265 / 4.418"
Au -0.95402 0.95976 0.08678
C -3.69293 1.52541 2.22336
P -1.94810 1.95455 1.93553
C -1.20533 1.79903 3.59608
C -1.98605 3.75779 1.59131
C -0.76611 4.21050 0.79406
P -0.57417 3.35628 -0.83773
C 0.65883 4.44312 -1.63877
C -2.09702 3.88810 -1.71101
H -4.13925 2.19847 2.95806
H -3.74804 0.50057 2.59255
H -4.23721 1.59318 1.28118
H -0.36079 2.48093 3.70125
H -0.84386 0.77564 3.73472
H -1.95961 2.03012 4.35238
H -2.03948 4.29705 2.54519
H -2.90279 3.96862 1.03252
H 0.15464 4.00630 1.34854
H -0.81708 5.28891 0.61156
H 0.33905 5.48197 -1.56144
H 0.71938 4.15003 -2.68676
H 1.63438 4.31477 -1.17487
H -2.29668 4.94568 -1.52015
H -2.95042 3.28105 -1.40085
H -1.93330 3.74197 -2.78020
C 4.80475 -2.58885 -2.68038
C 3.46343 -2.01715 -2.37700
C 2.44770 -1.95271 -3.32725
C 1.20758 -1.41571 -3.03506
C 0.22174 -1.21145 -4.14263
O 0.52336 -0.54909 -5.10545
C -1.12474 -1.81335 -3.98342
C -1.34705 -2.97799 -3.24853
C -2.62095 -3.52617 -3.19575
C -3.67437 -2.90650 -3.85602
C -3.46047 -1.73498 -4.57127
C -2.18842 -1.19374 -4.64192
C 0.91754 -0.90330 -1.74790
O -0.28397 -0.48699 -1.42560
C 1.99676 -0.85991 -0.82836
C 3.21615 -1.43644 -1.13391
C 1.81765 -0.08142 0.42198
N 1.19851 -0.51951 1.45434
C 0.79730 -1.89797 1.57121
C 1.70133 -2.48149 2.64440
Te 1.89779 -0.87908 4.10104
C 3.66586 0.14490 3.53694
C 3.91905 1.31587 4.24915
C 5.02921 2.07669 3.94665
C 5.89535 1.66678 2.94531
C 5.65422 0.48865 2.25565
C 4.54169 -0.27822 2.54837
C 2.41143 1.25663 0.45411
C 2.17155 2.09678 1.54557
C 2.85714 3.28666 1.67704
C 3.78967 3.65998 0.71892
C 3.99387 2.86244 -0.39529
C 3.30202 1.67398 -0.53729
H 4.80605 -3.13952 -3.61456
H 5.13728 -3.24875 -1.88195
H 5.54024 -1.78883 -2.76075
H 2.62255 -2.31602 -4.32790
H -0.51673 -3.48508 -2.77706
H -2.78998 -4.46009 -2.68105
H -4.65172 -3.36359 -3.84506
H -4.27237 -1.26775 -5.10828
H -1.98901 -0.30484 -5.22348
H 4.01067 -1.41878 -0.40132
H 0.86265 -2.45123 0.62750
H -0.23307 -1.90983 1.93654
H 2.67783 -2.75253 2.25347
H 1.25974 -3.33880 3.14270
H 3.24236 1.62192 5.03540
H 5.22511 2.98273 4.49602
H 6.76750 2.25529 2.71421
H 6.34441 0.15757 1.49669
H 4.36172 -1.20409 2.02032
H 1.45492 1.77755 2.29061
H 2.69500 3.91047 2.54334
H 4.34726 4.57504 0.83438
H 4.70983 3.15077 -1.15018
H 3.47582 1.06083 -1.40850
C -4.88593 -1.15262 -0.87511
Te -2.81869 -0.75250 -1.38989
C -2.44402 -2.25223 0.08610
C -3.71959 -3.00745 0.29904
C -3.72790 -4.20724 0.99725
C -4.91026 -4.90317 1.17088
C -6.08959 -4.41220 0.63554
C -6.09284 -3.20468 -0.03942
C -4.91205 -2.49029 -0.19918
H -5.51687 -1.14483 -1.76385
H -5.28342 -0.39308 -0.19425
H -2.11234 -1.77274 1.00918
H -1.64444 -2.90436 -0.26182
H -2.80264 -4.59766 1.39264
H -4.90943 -5.83174 1.71653
H -7.00369 -4.97291 0.74169
H -7.01103 -2.80992 -0.44732

---

[2]
106
Properties=species:S:1:pos:R:3 method="wB97M-V/def2-TZVPD" charge=0 e_homo_ev=-7.476 lumo_ev=-2.10 homo_lumo_gap_ev=5.379
Pt 0.10872 0.09361 -0.07697
I 5.38814 0.10510 0.28081
C 3.97138 0.02254 1.81941
C 4.32378 -0.11894 3.15379
C 3.34087 -0.21438 4.11413
I 3.95203 -0.43780 6.11897
C 1.97132 -0.18440 3.77730
C 0.91010 -0.34466 4.68725
C -0.38501 -0.28121 4.22542
C -0.63342 -0.01181 2.88822
N 0.33898 0.16219 2.00639
C 1.63000 0.03499 2.41574
C 2.63374 0.12712 1.40032
O 2.33092 0.28033 0.16361
H 5.36525 -0.15978 3.43928
H 1.11340 -0.50454 5.73621
H -1.20918 -0.38666 4.91598
H -1.63839 0.11332 2.51525
C 2.18281 1.85568 -4.58790
C 1.94532 0.33962 -4.64154
C 1.92313 -0.16151 -6.08395
C 3.05525 -0.36780 -3.86402
Si 0.24115 -0.12833 -3.77060
O 0.30823 0.29768 -2.24741
C 0.05917 -1.96360 -4.23045
C 0.75167 -2.95070 -3.52992
C 0.70896 -4.27707 -3.93348
C -0.05251 -4.64707 -5.03248
C -0.77784 -3.68421 -5.71872
C -0.71141 -2.35520 -5.32605
C -1.21573 0.74352 -4.64139
C -1.12587 1.67871 -5.67021
C -2.25728 2.28564 -6.19998
C -3.51586 1.93811 -5.73389
C -3.63282 0.97001 -4.74695
C -2.49702 0.39774 -4.19709
H 2.83932 2.15789 -5.41087
H 2.68237 2.12494 -3.65746
H 1.26797 2.44333 -4.66474
H 2.85682 0.11622 -6.58550
H 1.10113 0.27034 -6.65571
H 1.83026 -1.24658 -6.12240
H 4.03347 -0.03095 -4.22654
H 3.00145 -1.44913 -3.99665
H 2.99648 -0.14962 -2.79515
H 1.33200 -2.66776 -2.65807
H 1.28101 -5.02643 -3.39844
H -0.07522 -5.67963 -5.35680
H -1.38744 -3.96386 -6.56898
H -1.26596 -1.61082 -5.88511
H -0.16223 1.94697 -6.08066
H -2.16016 3.03025 -6.97978
H -4.39675 2.42031 -6.13735
H -4.61546 0.66248 -4.41081
H -2.59384 -0.34472 -3.41013
C -2.69526 0.76239 0.06086
C -2.61898 2.10339 -0.32069
C -2.09229 2.46306 -1.59231
C -1.96865 3.77260 -1.96490
C -2.38141 4.79406 -1.09114
C -2.93591 4.46307 0.15470
C -3.05541 3.15140 0.53254
C -2.23364 6.14930 -1.49121
N -2.10379 7.23948 -1.83670
H -2.51969 -0.03675 -0.64950
H -3.14779 0.50200 1.00798
H -1.75562 1.67561 -2.24865
H -1.54543 4.03296 -2.92633
H -3.25085 5.26185 0.81366
H -3.47432 2.89781 1.49809
C 1.35951 5.15330 3.81149
C 0.15024 5.10111 2.87022
C 0.42394 4.21870 1.70262
N -0.07560 3.05621 1.52134
N 0.32147 2.44931 0.37720
C 1.13940 3.17166 -0.34519
N 1.56134 2.82595 -1.56517
S 1.51113 4.71153 0.39817
H 1.18616 5.86343 4.61879
H 2.25361 5.45616 3.26648
H 1.54159 4.17008 4.24466
H -0.08906 6.10566 2.51301
H -0.71982 4.70200 3.39257
H 1.29629 1.89476 -1.90489
H 2.36554 3.28426 -1.95215
C -1.14189 -4.46922 2.10105
C -0.56363 -4.00569 0.77079
C 0.57710 -4.93832 0.36692
O -0.00056 -2.69207 0.94110
B -0.38461 -1.89199 -0.09998
O -1.25886 -2.52018 -0.93776
C -1.63281 -3.79186 -0.36671
C -1.62930 -4.86754 -1.44101
C -3.06067 -3.62852 0.15714
H -0.33226 -4.58769 2.82025
H -1.64396 -5.42852 1.97652
H -1.84349 -3.73944 2.49984
H 1.33089 -4.92787 1.15351
H 1.04715 -4.59375 -0.55393
H 0.22140 -5.95913 0.23672
H -0.67904 -4.90470 -1.96193
H -2.40317 -4.65006 -2.17652
H -1.83398 -5.83933 -0.99038
H -3.11524 -2.81126 0.87701
H -3.42230 -4.54730 0.61565
H -3.70708 -3.37826 -0.68346

---

[3]
106
Properties=species:S:1:pos:R:3 method="wB97M-V/def2-TZVPD" charge=0 e_homo_ev=-6.882 lumo_ev=0.28 homo_lumo_gap_ev=7.166
Bi 0.19048 -0.45197 -0.00422
C 0.28841 1.98858 -3.27136
N -0.58350 1.91002 -2.12664
C -0.92811 3.10652 -1.39611
C 0.26920 3.68718 -0.71280
N 1.44779 3.82336 -1.24519
C 2.19605 4.50015 -0.28479
C 3.52893 4.90236 -0.31778
C 4.03193 5.57068 0.78323
C 3.23001 5.83685 1.90535
C 1.90643 5.43752 1.95656
C 1.41481 4.76435 0.84300
N 0.17116 4.23963 0.53517
C 1.63619 1.38091 -3.02129
N 2.06172 0.77591 -1.94715
C 3.34880 0.33934 -2.26967
C 4.25068 -0.39360 -1.50144
C 5.46479 -0.72582 -2.07351
C 5.78397 -0.33776 -3.38453
C 4.89680 0.38990 -4.15760
C 3.68259 0.71907 -3.56725
N 2.56111 1.38751 -4.02591
H -0.16591 1.44158 -4.10238
H 0.44222 3.01503 -3.61086
H -1.40968 1.37098 -2.32804
H -1.36942 3.89722 -2.02302
H -1.67704 2.84017 -0.65108
H 4.14428 4.69030 -1.18340
H 5.06458 5.89519 0.78490
H 3.65702 6.36621 2.74733
H 1.28820 5.64195 2.82189
H -0.61483 4.14793 1.15503
H 3.98727 -0.71346 -0.50000
H 6.18298 -1.30329 -1.50580
H 6.74075 -0.62349 -3.80313
H 5.14221 0.68458 -5.17030
H 2.44402 1.81320 -4.92768
N -4.34429 -2.14993 2.77660
C -2.99583 -2.07777 2.66063
N -2.28827 -1.01283 2.76047
C -2.95710 0.20140 2.98081
N -2.35823 1.32647 2.93674
N -1.03581 1.29319 2.58941
C -0.19852 1.45600 3.52070
C 1.25719 1.49427 3.23909
C 2.15449 1.75368 4.26519
C 3.51268 1.73007 3.98909
C 3.92659 1.44940 2.69905
C 2.95450 1.20245 1.73855
N 1.65247 1.22131 1.99850
C -4.41401 0.18644 3.22842
C -5.13718 1.33183 3.55910
C -6.50295 1.27142 3.74844
C -7.16751 0.05119 3.61068
C -6.46789 -1.09369 3.29118
C -5.08952 -1.02071 3.10094
H -4.80960 -3.02849 2.62872
H -2.50276 -3.02537 2.46116
H -0.51854 1.59521 4.55556
H 1.78914 1.96775 5.26191
H 4.23527 1.93149 4.76987
H 4.97628 1.41516 2.43641
H 3.23286 0.96996 0.71605
H -4.59802 2.26526 3.65090
H -7.05713 2.16607 4.00052
H -8.23867 -0.00267 3.75699
H -6.97840 -2.04445 3.18617
C -0.81718 -4.33620 -2.91444
Si -0.46956 -2.48995 -2.92896
C 1.39965 -2.34431 -2.89530
C -1.02283 -1.82678 -4.59672
N -1.21822 -1.58664 -1.65338
C -2.60340 -1.50635 -1.60619
C -3.48268 -2.30464 -2.38279
C -4.86405 -2.22121 -2.30427
C -5.48517 -1.32368 -1.44474
C -4.67596 -0.49646 -0.68169
C -3.30989 -0.60363 -0.78724
F -2.56573 0.26048 -0.03088
H -0.59781 -4.74400 -3.90775
H -1.83929 -4.61692 -2.65415
H -0.15207 -4.83263 -2.20278
H 1.83067 -3.34425 -3.00411
H 1.80182 -1.92617 -1.96867
H 1.76620 -1.73036 -3.72541
H -0.40340 -2.25112 -5.39396
H -0.90617 -0.73866 -4.62459
H -2.06783 -2.05110 -4.82586
H -3.05214 -3.01804 -3.07168
H -5.46172 -2.87251 -2.93085
H -6.56273 -1.25603 -1.37761
H -5.08496 0.23883 0.00300
C 1.57951 -3.26515 2.77609
C 1.42337 -3.24797 1.25107
C 2.72162 -3.73621 0.60176
C 0.28050 -4.19137 0.85741
N 1.14471 -1.90003 0.83691
H 1.73007 -4.28274 3.15304
H 0.68603 -2.83729 3.23771
H 2.43620 -2.65208 3.06736
H 2.99711 -4.72532 0.98084
H 3.53304 -3.03891 0.82727
H 2.61280 -3.79803 -0.48342
H 0.50134 -5.23266 1.11446
H 0.09666 -4.12261 -0.21594
H -0.63660 -3.88625 1.36908

---

[4]
110
Properties=species:S:1:pos:R:3 method="wB97M-V/def2-TZVPD" charge=-2 spin_multiplicity=2 s2=0.775 e_homo_ev="-2.036 / -2.322" lumo_ev="3.01 / 3.01" homo_lumo_gap_ev="5.043 / 5.327"
Co 0.60908 0.27522 1.31153
C -2.24376 -3.31152 -4.02743
C -0.76020 -3.64606 -3.86908
C -0.03662 -3.27587 -5.17110
C -0.64020 -5.16042 -3.64424
C -0.12432 -2.89304 -2.70167
C -0.79760 -1.94416 -1.97550
C -0.14433 -1.25828 -0.92143
N -0.64941 -0.31489 -0.12857
C -1.95497 -0.31586 0.37899
C -3.14079 -0.20894 -0.31004
C -4.35864 -0.26792 0.37043
C -4.31507 -0.44049 1.75060
C -3.13114 -0.55314 2.48638
C -1.90854 -0.49195 1.79069
O -0.73147 -0.61915 2.36236
C -3.12731 -0.69188 4.00879
C -2.41078 0.52266 4.62013
C -4.54165 -0.75280 4.58958
C -2.39567 -1.97884 4.41907
C -5.65998 -0.11163 -0.41570
C -5.74354 -1.19146 -1.50487
C -6.89778 -0.24125 0.47311
C -5.69349 1.27232 -1.08074
C 1.17789 -1.66882 -0.49912
O 1.60781 -1.24906 0.62983
C 1.89972 -2.59661 -1.31436
C 1.23135 -3.16673 -2.37184
C 3.34703 -2.93136 -0.96432
C 3.98331 -3.86674 -1.99423
C 4.17285 -1.63554 -0.92513
C 3.40376 -3.61925 0.40880
H -2.67196 -3.91068 -4.83472
H -2.80052 -3.52146 -3.11214
H -2.39520 -2.26065 -4.27875
H -0.47649 -3.80548 -6.02179
H -0.11436 -2.20442 -5.35560
H 1.02386 -3.52969 -5.12118
H -1.11296 -5.70408 -4.46763
H 0.40127 -5.47869 -3.58505
H -1.13176 -5.44732 -2.71241
H -1.82752 -1.69091 -2.18538
H -3.11320 -0.04459 -1.38156
H -5.24980 -0.47916 2.29124
H -2.95674 1.43919 4.37953
H -2.36663 0.42416 5.71059
H -1.39838 0.61230 4.23012
H -5.10540 0.15926 4.37850
H -5.10486 -1.60453 4.19836
H -4.47622 -0.86188 5.67565
H -1.36819 -1.96111 4.06222
H -2.39424 -2.07748 5.51011
H -2.89939 -2.85300 3.99589
H -5.70063 -2.18696 -1.05690
H -6.67825 -1.10039 -2.06765
H -4.92006 -1.10482 -2.21458
H -6.93441 -1.21463 0.96755
H -6.92084 0.53371 1.24196
H -7.79836 -0.13644 -0.13837
H -4.84628 1.40674 -1.75404
H -6.61189 1.39944 -1.66386
H -5.64546 2.05830 -0.32466
H 1.76155 -3.87975 -2.99018
H 3.96350 -3.43366 -2.99739
H 5.02764 -4.03916 -1.72240
H 3.48204 -4.83771 -2.02582
H 4.15822 -1.14708 -1.90302
H 3.77353 -0.93922 -0.19024
H 5.21240 -1.86618 -0.67138
H 2.83915 -4.55550 0.38886
H 4.44291 -3.85048 0.66473
H 2.98675 -2.97485 1.18001
O 1.86444 1.22298 0.19950
C 1.82150 2.44260 -0.12848
C 1.04576 3.44555 0.64128
C 1.36712 4.77337 0.48654
C 0.67530 5.76428 1.17558
C -0.37645 5.41513 2.03594
C -0.70316 4.10194 2.20665
C -0.00204 3.05318 1.53287
O -0.35706 1.85301 1.75406
N 1.03642 7.13703 1.00775
O 1.99120 7.41927 0.28811
O 0.39381 7.99557 1.61000
H 2.74802 2.84887 -0.54649
H 2.15979 5.06002 -0.19257
H -0.90902 6.19747 2.55749
H -1.50695 3.80089 2.86574
O 1.10566 2.48313 -1.82359
C -0.16185 2.38769 -1.99910
O -1.07130 2.78984 -1.29621
C -0.52696 1.70497 -3.31677
C -1.86419 1.44050 -3.57393
C -2.21175 0.81428 -4.75704
C -1.27821 0.44400 -5.70462
C 0.04347 0.71841 -5.41432
C 0.44056 1.32971 -4.23684
N 1.06233 0.33580 -6.40873
O 0.68169 -0.20266 -7.43091
O 2.22101 0.58351 -6.15686
N -3.63030 0.52531 -5.03361
O -4.44327 0.82637 -4.18734
O -3.90449 -0.00579 -6.09276
H -2.60303 1.74131 -2.84383
H -1.56726 -0.04124 -6.62234
H 1.48279 1.51360 -4.02314
F 2.57827 -0.49975 3.09739
C 1.76821 0.58964 2.80694
F 1.09983 0.85795 3.98842
H 2.44602 1.43710 2.64130

---

Going through the records in order, we get energy values of -3226.4799, -3669.4672, -2928.4592, -4371.6724 hartree.